1.
Below is 2 unconnected molecules or ions with the total composition C9H14O, with properties calculated with wB97M-V/def2-TZVPD.

CARTESIAN COORDINATES (ANGSTROEM)
O: -3.01 -2.22 -0.01
C: 0.03 0.95 -1.17
C: 2.20 -0.06 -1.93
C: 0.09 2.45 0.72
C: 1.46 2.31 0.88
C: -1.89 -1.59 0.66
C: -0.62 1.80 -0.28
C: 2.14 1.48 -0.01
C: -1.44 -2.44 1.82
C: 1.41 0.81 -1.00
H: 1.96 2.88 1.65
H: 3.22 0.32 -2.04
H: 3.21 1.38 0.07
H: -2.90 -2.16 -0.97
H: -0.52 3.04 1.39
H: -1.69 1.94 -0.33
H: -1.95 -2.29 2.77
H: -0.36 -2.36 1.94
H: -2.26 -0.60 0.92
H: 2.34 -1.07 -1.54
H: -1.11 -1.54 -0.09
H: -1.67 -3.48 1.57
H: -0.47 0.55 -2.05
H: 1.84 -0.12 -2.96

energy relative to the best compared isomer or geometry (same formula, charge and spin): 16.0 kcal/mol
multiplicity: 1
orbital gap: 0.365 Eh
LUMO: 0.0295 Ha
SMILES string: Cc1ccccc1.CCO

Here are the Löwdin charges for atoms 1 to 2, given in e: atom 1 (O): -0.11, atom 2 (C): -0.06


2.
Below is 6 unconnected molecules or ions with the total composition C49H87BNO17, with properties calculated with wB97M-V/def2-TZVPD.

CARTESIAN COORDINATES (ANGSTROEM)
O: -7.98 -4.86 0.42
O: 3.46 0.09 3.66
O: -2.80 0.26 4.10
O: -8.39 -2.71 -0.27
O: 2.18 4.46 -6.71
O: 1.72 1.57 3.48
O: -5.82 -0.44 8.90
O: -3.00 4.55 -1.93
O: 2.18 0.73 5.45
O: -2.76 6.52 -2.88
O: 2.95 6.58 -7.12
O: -4.84 5.91 -2.10
O: -4.24 2.03 2.79
O: -3.97 -1.36 9.90
O: -6.38 -3.37 0.62
O: 3.60 4.76 -8.36
O: -4.43 -1.92 7.83
N: -0.80 1.62 -0.60
C: -4.84 -1.17 8.88
C: 6.38 -3.12 -1.35
C: 0.63 0.18 -2.37
C: -5.88 -2.03 0.49
C: 2.90 1.70 -2.81
C: 4.29 0.60 6.65
C: 4.46 5.60 -9.14
C: 4.52 -2.39 0.54
C: 4.13 -0.48 -4.70
C: -3.80 3.62 -1.21
C: 5.49 -2.76 -3.92
C: 4.14 -1.80 -3.73
C: 5.74 5.92 -8.39
C: 2.91 5.39 -7.38
C: 2.98 -0.09 6.32
C: -9.33 -5.17 0.12
C: 2.11 0.69 -1.79
C: -3.44 8.72 -2.10
C: 4.26 -3.76 1.39
C: 6.44 -5.09 2.06
C: -3.19 -5.61 1.02
C: -6.41 -1.14 1.61
C: -3.16 -5.92 -1.77
C: -4.90 -0.53 5.89
C: 6.06 -2.20 -0.01
C: -3.28 7.79 -3.29
C: 2.05 1.74 2.10
C: -1.68 1.88 0.61
C: -0.38 0.21 -1.05
C: -2.05 -4.67 -1.92
C: -2.24 0.63 1.51
C: -4.23 -0.55 11.04
C: -1.47 -3.86 -0.58
C: -5.22 -1.81 6.64
C: -3.65 5.68 -2.29
C: -0.87 -1.17 -0.25
C: -2.08 -4.41 0.87
C: 5.30 -4.01 2.63
C: -1.83 -0.92 1.07
C: 4.52 1.34 -2.66
C: -1.57 -4.35 -3.47
C: -3.68 3.23 3.49
C: 2.54 0.73 4.15
C: -0.37 -2.66 -0.74
C: 6.55 -2.25 -2.74
C: 5.00 0.80 -4.14
C: 1.48 4.97 -5.59
C: -7.65 -3.56 0.20
C: -3.75 -6.40 -0.31
B: -3.15 1.00 2.84
H: 4.91 0.72 5.75
H: 0.68 -0.87 -2.90
H: -3.58 -5.98 2.09
H: 4.61 -0.78 -5.74
H: -1.72 -3.89 1.88
H: 3.15 -2.40 -3.94
H: -2.56 8.21 -4.00
H: -4.01 0.50 10.81
H: -5.27 -0.66 11.38
H: -0.02 -2.66 -1.88
H: -2.33 -4.90 -4.21
H: -4.03 4.02 -0.22
H: -4.18 8.35 -1.40
H: 4.71 0.51 -1.83
H: 5.87 -6.08 1.75
H: -3.62 2.95 4.65
H: -6.20 -1.59 2.58
H: 3.13 -1.08 5.88
H: -9.59 -4.87 -0.90
H: 5.88 -3.02 2.87
H: -5.96 -0.15 1.56
H: 6.26 -1.12 -2.51
H: 4.12 -1.51 -2.58
H: 2.18 5.24 -4.79
H: -1.59 -3.21 -3.74
H: -0.44 2.47 -1.12
H: 7.33 -5.27 2.80
H: -7.50 -1.03 1.54
H: 7.65 -2.34 -3.15
H: 3.00 -0.21 -4.92
H: -4.97 -2.67 6.01
H: 4.12 1.60 7.05
H: 0.82 4.18 -5.21
H: 2.70 -0.27 -1.48
H: 4.80 1.70 -4.89
H: 5.54 -3.94 -1.40
H: -1.92 2.99 0.89
H: 1.86 1.33 -0.82
H: 6.92 -4.68 1.05
H: -4.54 -7.26 -0.14
H: -6.11 -1.62 -0.50
H: -2.23 -1.77 1.76
H: 6.82 -2.51 0.83
H: -0.51 -4.86 -3.70
H: 3.94 6.51 -9.45
H: -4.23 7.67 -3.83
H: 3.83 -2.46 -0.44
H: 2.99 2.30 2.01
H: 6.44 6.48 -9.02
H: -1.80 0.30 4.24
H: -3.54 -6.46 -2.76
H: -4.79 -2.09 0.57
H: 5.98 -2.63 -5.00
H: -3.83 -0.45 5.70
H: 0.58 -2.97 -0.12
H: 0.86 5.83 -5.86
H: -2.49 8.81 -1.56
H: 5.16 -3.90 -3.76
H: -5.18 0.35 6.48
H: -2.65 3.53 3.03
H: -10.00 -4.70 0.84
H: 2.74 2.81 -2.43
H: 4.79 -4.39 3.62
H: 6.23 4.99 -8.06
H: 1.26 2.32 1.63
H: -6.29 -1.89 6.87
H: 5.54 6.51 -7.49
H: 3.18 -3.66 1.89
H: 4.16 -1.41 1.10
H: -9.45 -6.26 0.19
H: 6.22 -1.04 -0.20
H: 4.86 0.02 7.38
H: -5.44 -0.49 4.94
H: 2.53 1.67 -3.92
H: 2.40 -0.23 7.24
H: 2.13 0.77 1.59
H: 7.43 -3.65 -1.16
H: -3.23 2.70 -1.09
H: 4.71 5.04 -10.05
H: -3.57 -0.87 11.85
H: 6.17 0.63 -4.14
H: -3.75 9.72 -2.43
H: 0.28 0.95 -3.22
H: 5.13 2.29 -2.28
H: -4.72 3.39 -1.76
H: 4.19 -4.71 0.68
H: -4.44 4.15 3.43

net charge: +1
multiplicity: 1
orbital gap: 0.218 Eh
LUMO: -0.1729 Ha

Here are the Löwdin charges for atoms 1 to 2, given in e: atom 1 (O): -0.01, atom 2 (O): 0.11


| no. | largest force on an atom (eV Å⁻¹) | highest occupied orbital energy (hartree) |
| --- | --- | --- |
| 1 | 1.74 | -0.33551 |
| 2 | 5.04 | -0.39108 |